(w)
{
  "formula": "C36H55FN5O2SiZr",
  "method": "wB97M-V/def2-TZVPD",
  "elements": ["Zr", "C", "C", "C", "C", "C", "C", "C", "C", "C", "C", "C", "C", "N", "C", "C", "C", "C", "C", "C", "F", "H", "H", "H", "H", "H", "H", "H", "H", "H", "H", "H", "H", "H", "H", "H", "H", "H", "H", "H", "H", "H", "C", "C", "N", "O", "C", "C", "N", "O", "H", "H", "H", "H", "H", "H", "H", "N", "C", "C", "C", "C", "C", "N", "H", "H", "H", "H", "H", "H", "C", "Si", "C", "C", "C", "C", "C", "C", "C", "C", "H", "H", "H", "H", "H", "H", "H", "H", "H", "H", "H", "H", "H", "H", "H", "H", "H", "H", "H", "H", "H"],
  "xyz": [[0.6364, 0.3312, 0.4066], [3.4028, 3.5249, 1.1505], [2.0929, 4.0285, 1.7702], [2.1413, 5.5327, 2.0182], [1.9052, 3.2019, 3.0201], [2.6040, 3.4944, 4.1817], [2.6039, 2.6158, 5.2493], [1.9518, 1.4033, 5.1410], [1.2218, 1.0870, 4.0034], [0.5469, -0.2575, 3.8887], [-0.4611, -0.4800, 5.0197], [1.6016, -1.3704, 3.8859], [1.1577, 2.0158, 2.9523], [0.3410, 1.7598, 1.8144], [-0.7908, 2.4769, 1.6185], [-1.2366, 3.5597, 2.4153], [-2.3880, 4.2483, 2.1050], [-3.1816, 3.8908, 1.0223], [-2.8106, 2.8115, 0.2356], [-1.6545, 2.1451, 0.5545], [-1.2590, 1.0118, -0.2575], [3.6454, 4.0812, 0.2495], [3.2979, 2.4585, 0.9144], [4.2201, 3.6564, 1.8557], [1.2813, 3.8109, 1.0625], [3.0372, 5.7951, 2.5735], [1.2675, 5.8597, 2.5789], [2.1699, 6.0658, 1.0698], [3.1542, 4.4191, 4.2560], [3.1475, 2.8616, 6.1475], [2.0187, 0.6886, 5.9456], [0.0252, -0.2868, 2.9169], [0.0596, -0.5792, 5.9688], [-1.0296, -1.3913, 4.8459], [-1.1628, 0.3480, 5.0946], [2.0164, -1.5022, 4.8809], [2.4184, -1.1161, 3.2102], [1.1502, -2.3107, 3.5685], [-0.6308, 3.8490, 3.2601], [-2.6767, 5.0839, 2.7223], [-4.0690, 4.4499, 0.7877], [-3.3946, 2.5022, -0.6149], [0.4783, -4.7166, -1.1227], [0.6462, -3.2714, -0.8167], [-0.0927, -2.3369, -1.3078], [-1.1318, -2.7492, -2.1287], [1.7083, -2.7389, 0.0535], [2.9315, -3.5146, 0.4025], [1.4285, -1.5410, 0.4229], [2.2352, -0.6451, 1.0281], [-0.5819, -4.9677, -1.1314], [1.0004, -5.3607, -0.4244], [0.8538, -4.9043, -2.1283], [-1.5033, -1.9313, -2.4933], [3.4210, -3.8879, -0.4947], [2.6668, -4.3721, 1.0216], [3.6205, -2.8788, 0.9564], [-2.9223, 0.8757, 3.2623], [-2.8290, -0.3522, 2.7122], [-3.7564, -1.3511, 3.0692], [-3.6087, -2.6176, 2.5666], [-2.5451, -2.8726, 1.6996], [-1.7091, -1.8314, 1.3730], [-1.8257, -0.5835, 1.8475], [-3.6742, 1.0919, 3.8906], [-2.2422, 1.5854, 3.0497], [-4.5563, -1.1096, 3.7506], [-4.2944, -3.4023, 2.8414], [-2.3697, -3.8520, 1.2894], [-0.8681, -1.9771, 0.7023], [0.4742, 0.1512, -3.0992], [1.5764, 1.3096, -1.9578], [1.0350, 3.1133, -2.6562], [1.9778, 4.2320, -2.2161], [-0.3483, 3.4377, -2.0817], [0.9295, 3.1550, -4.1835], [3.4364, 0.7636, -2.4328], [4.4877, 1.5877, -1.6885], [3.6242, -0.6924, -1.9937], [3.7151, 0.8405, -3.9354], [0.6572, 0.3188, -4.1568], [-0.5851, 0.3389, -2.9188], [0.6776, -0.8999, -2.9096], [2.0478, 4.2681, -1.1332], [1.5937, 5.1934, -2.5605], [2.9733, 4.1007, -2.6318], [-0.3172, 3.4992, -0.9922], [-1.0866, 2.6934, -2.3747], [-0.6923, 4.4003, -2.4582], [1.8755, 2.9191, -4.6608], [0.6378, 4.1555, -4.5039], [0.1760, 2.4619, -4.5437], [4.3467, 1.5078, -0.6118], [4.4538, 2.6372, -1.9648], [5.4832, 1.2131, -1.9243], [3.4866, -0.7862, -0.9159], [4.6379, -1.0152, -2.2320], [2.9320, -1.3566, -2.5089], [3.7011, 1.8645, -4.2974], [2.9934, 0.2597, -4.5035], [4.7031, 0.4324, -4.1442]],
  "lowdin_charge": [1.70, -0.05, -0.38, -0.05, -0.16, -0.02, -0.05, -0.02, -0.13, -0.38, -0.05, -0.06, -0.18, -0.14, -0.31, -0.01, -0.06, -0.06, -0.01, -0.20, -0.14, 0.07, 0.06, 0.10, 0.11, 0.08, 0.08, 0.08, 0.11, 0.11, 0.12, 0.06, 0.08, 0.08, 0.07, 0.08, 0.06, 0.08, 0.13, 0.12, 0.11, 0.13, 0.01, -0.27, 0.00, 0.01, -0.24, 0.02, -0.21, -0.29, 0.09, 0.08, 0.11, 0.10, 0.10, 0.10, 0.09, 0.18, -0.37, -0.01, -0.05, -0.06, -0.15, 0.07, 0.12, 0.07, 0.11, 0.11, 0.10, 0.05, -0.22, 0.74, -0.63, -0.09, -0.12, -0.09, -0.65, -0.10, -0.12, -0.09, 0.03, 0.01, -0.01, 0.05, 0.09, 0.07, 0.06, 0.07, 0.09, 0.07, 0.09, 0.07, 0.06, 0.07, 0.09, 0.04, 0.09, 0.07, 0.07, 0.07, 0.09],
  "homo_ev": -10.76,
  "spin_multiplicity": 1,
  "charge": 1,
  "lumo_energy_ev": -3.510
}

=====

(x)
{
  "formula": "C36H55FN5O2SiZr",
  "method": "wB97M-V/def2-TZVPD",
  "elements": ["Zr", "C", "C", "C", "C", "C", "C", "C", "C", "C", "C", "C", "C", "N", "C", "C", "C", "C", "C", "C", "F", "H", "H", "H", "H", "H", "H", "H", "H", "H", "H", "H", "H", "H", "H", "H", "H", "H", "H", "H", "H", "H", "C", "C", "N", "O", "C", "C", "N", "O", "H", "H", "H", "H", "H", "H", "H", "N", "C", "C", "C", "C", "C", "N", "H", "H", "H", "H", "H", "H", "C", "Si", "C", "C", "C", "C", "C", "C", "C", "C", "H", "H", "H", "H", "H", "H", "H", "H", "H", "H", "H", "H", "H", "H", "H", "H", "H", "H", "H", "H", "H"],
  "xyz": [[-0.0105, 0.1418, -0.5319], [-1.1868, -2.7786, 2.8584], [-0.2144, -1.6958, 3.3353], [0.4544, -2.1082, 4.6447], [-0.9806, -0.3914, 3.4316], [-1.9111, -0.2261, 4.4495], [-2.7094, 0.9038, 4.5189], [-2.5930, 1.8791, 3.5488], [-1.6641, 1.7663, 2.5172], [-1.5921, 2.8824, 1.4995], [-1.2190, 4.2169, 2.1475], [-2.9080, 3.0220, 0.7319], [-0.8459, 0.6274, 2.4797], [0.1747, 0.5071, 1.4699], [1.4899, 0.7827, 1.8694], [1.8953, 1.0264, 3.1875], [3.2233, 1.2991, 3.4886], [4.1968, 1.3462, 2.5021], [3.8337, 1.1222, 1.1779], [2.5147, 0.8724, 0.9282], [2.1402, 0.6169, -0.4222], [-0.7040, -3.7546, 2.8063], [-1.5933, -2.5387, 1.8712], [-2.0247, -2.8579, 3.5514], [0.5764, -1.5865, 2.5853], [-0.2761, -2.3824, 5.4051], [1.0786, -1.3102, 5.0483], [1.0875, -2.9798, 4.4767], [-2.0199, -0.9992, 5.1975], [-3.4244, 1.0159, 5.3210], [-3.2309, 2.7521, 3.5891], [-0.8004, 2.6472, 0.7868], [-2.0187, 4.5716, 2.7992], [-1.0564, 4.9764, 1.3811], [-0.3105, 4.1322, 2.7424], [-3.6927, 3.4188, 1.3775], [-3.2471, 2.0658, 0.3408], [-2.7844, 3.7203, -0.1004], [1.1512, 0.9982, 3.9705], [3.4965, 1.4757, 4.5189], [5.2256, 1.5549, 2.7497], [4.5443, 1.1521, 0.3659], [-2.5642, 1.9552, -5.1497], [-1.7375, 1.2505, -4.1247], [-0.4913, 1.0053, -4.2471], [0.0225, 1.5256, -5.4072], [-2.3405, 0.7273, -2.8772], [-3.7972, 0.4065, -2.8063], [-1.5374, 0.5334, -1.9003], [-1.9892, -0.0870, -0.7575], [-2.0234, 2.8216, -5.5291], [-3.5192, 2.2759, -4.7469], [-2.7467, 1.2963, -5.9995], [0.9409, 1.2326, -5.4064], [-4.0891, -0.2039, -3.6613], [-4.3853, 1.3249, -2.8428], [-4.0248, -0.1202, -1.8850], [1.6751, 4.0338, 1.2624], [1.3052, 4.1685, -0.0335], [1.3866, 5.4390, -0.6422], [0.9845, 5.5899, -1.9409], [0.4970, 4.4783, -2.6359], [0.4475, 3.2844, -1.9622], [0.8325, 3.0960, -0.6870], [2.0148, 4.8261, 1.7748], [1.6109, 3.1508, 1.7310], [1.7587, 6.2765, -0.0698], [1.0393, 6.5590, -2.4164], [0.1720, 4.5427, -3.6622], [0.0750, 2.4074, -2.4795], [1.6483, -1.6864, -2.8910], [0.8114, -2.3758, -1.3103], [2.2030, -3.3059, -0.3521], [1.6385, -4.3022, 0.6622], [3.0545, -2.2873, 0.4152], [3.1373, -4.0581, -1.3100], [-0.6228, -3.5250, -1.8876], [-1.5814, -3.8598, -0.7403], [-1.4514, -2.8332, -2.9772], [-0.0677, -4.8302, -2.4742], [1.9986, -2.5162, -3.5099], [2.5220, -1.0712, -2.6597], [0.9727, -1.0845, -3.5004], [0.9716, -3.8140, 1.3736], [2.4577, -4.7527, 1.2301], [1.0905, -5.1143, 0.1847], [2.4743, -1.7783, 1.1906], [3.4909, -1.5373, -0.2456], [3.8833, -2.7952, 0.9159], [2.6156, -4.7966, -1.9204], [3.8923, -4.5912, -0.7254], [3.6677, -3.3806, -1.9800], [-2.0497, -2.9574, -0.3383], [-1.0904, -4.3790, 0.0822], [-2.3827, -4.5073, -1.1065], [-1.9580, -1.9515, -2.5857], [-2.2285, -3.5190, -3.3261], [-0.8554, -2.5497, -3.8448], [0.4277, -5.4395, -1.7172], [0.6388, -4.6560, -3.2871], [-0.8902, -5.4255, -2.8793]],
  "lowdin_charge": [1.71, -0.05, -0.38, -0.05, -0.16, -0.02, -0.05, -0.02, -0.13, -0.38, -0.06, -0.05, -0.18, -0.13, -0.28, 0.00, -0.05, -0.06, 0.00, -0.23, -0.12, 0.08, 0.07, 0.09, 0.10, 0.08, 0.08, 0.08, 0.12, 0.11, 0.12, 0.07, 0.08, 0.08, 0.07, 0.08, 0.07, 0.08, 0.12, 0.12, 0.11, 0.13, 0.00, -0.28, 0.03, -0.01, -0.25, 0.01, -0.18, -0.32, 0.09, 0.08, 0.11, 0.11, 0.11, 0.10, 0.09, 0.17, -0.37, -0.01, -0.05, -0.06, -0.15, 0.07, 0.12, 0.07, 0.12, 0.12, 0.10, 0.05, -0.22, 0.67, -0.65, -0.09, -0.11, -0.09, -0.65, -0.10, -0.10, -0.09, 0.04, 0.02, -0.01, 0.05, 0.09, 0.07, 0.06, 0.07, 0.10, 0.07, 0.09, 0.08, 0.06, 0.06, 0.09, 0.05, 0.09, 0.08, 0.06, 0.08, 0.09],
  "homo_ev": -10.59,
  "spin_multiplicity": 1,
  "charge": 1,
  "lumo_energy_ev": -3.192
}

=====

It turns out (x) is the most stable, with the second structure 23.8 kcal/mol higher.